Below is a structure of composition C16H15BF4N6OS3Tc, with properties calculated with the ωB97M-V functional and the def2-TZVPD basis.

Computed properties:
- Orbital gap (spin up / spin down): 6.8 / 5.6 eV
- Total charge: 0
- Spin multiplicity: 4

```
47
Properties=species:S:1:pos:R:3:forces:R:3:mulliken_charge:R:1
Tc 0.11484 0.09933 0.13744 0.119 -0.547 0.014 0.119
N -3.38773 -2.59680 0.38728 -0.012 0.142 -0.065 -0.417
C -2.36630 -1.71818 0.55536 -0.173 -0.188 -0.054 0.662
S -1.38269 -1.41564 -0.86630 0.025 -0.038 0.157 -0.290
N -2.19655 -1.20245 1.72581 0.335 0.298 -0.191 -1.339
N -1.11003 -0.30826 1.77754 -0.275 -0.167 0.056 0.939
C -0.94256 0.17453 2.96601 0.047 0.035 0.123 -0.255
C 0.02368 1.13001 3.41219 -0.250 -0.185 0.224 0.791
C 0.00953 1.48893 4.77335 -0.059 -0.042 -0.041 -0.864
C 0.91595 2.38693 5.27578 0.084 0.041 -0.078 -0.752
C 1.86377 2.94608 4.40749 -0.018 0.008 0.056 -0.441
C 1.89827 2.60841 3.07346 0.117 0.111 0.069 -0.815
C 0.97920 1.69172 2.56403 0.147 -0.057 -0.615 0.476
O 1.03940 1.38456 1.27549 0.022 0.046 0.176 -0.012
H -3.43656 -3.13438 -0.45820 0.017 -0.025 0.027 0.216
H -3.86119 -2.93566 1.20631 0.012 -0.026 0.013 0.234
H -1.64093 -0.21055 3.70401 0.006 0.040 0.032 0.369
H -0.73294 1.03620 5.42050 0.020 -0.002 -0.004 0.382
H 0.90874 2.65017 6.32372 -0.006 0.016 0.000 0.411
H 2.58771 3.65390 4.79168 0.003 -0.018 0.002 0.407
H 2.63913 3.01376 2.39783 -0.003 0.006 0.023 0.476
C 4.41616 -2.99655 -2.13753 0.019 -0.095 -0.011 -0.870
S 4.36862 -1.21853 -1.96210 -0.127 0.099 -0.046 0.034
C 2.65574 -0.90066 -1.98968 0.314 0.277 -0.051 0.360
S 1.46817 -2.02434 -2.19103 -0.244 -0.221 0.037 -0.334
N 2.45095 0.44056 -1.92573 -0.037 -0.164 0.135 -1.301
N 1.26647 0.82517 -1.52909 0.165 0.617 -0.141 1.235
C 0.88510 2.02916 -1.89703 -0.244 -0.127 0.139 -0.942
C -0.35917 2.50913 -1.38145 0.115 -0.050 -0.022 1.019
C -0.92634 3.73601 -1.74076 0.005 0.078 -0.049 -1.005
C -2.16185 4.07742 -1.25069 -0.029 0.033 0.022 -0.140
C -2.83990 3.19863 -0.40018 -0.030 0.045 -0.019 -0.999
C -2.22569 2.02574 -0.04886 0.092 -0.058 -0.046 -0.142
N -1.00963 1.69419 -0.51948 -0.136 0.082 0.012 0.546
H 5.47442 -3.25222 -2.17444 -0.015 -0.046 -0.005 0.358
H 3.92172 -3.30832 -3.05547 0.022 -0.011 0.004 0.317
H 3.94622 -3.47659 -1.28206 0.007 0.011 0.014 0.260
H 1.48761 2.59006 -2.59626 0.005 0.043 0.012 0.414
H -0.37317 4.39450 -2.39577 -0.035 -0.012 -0.026 0.443
H -2.60898 5.02577 -1.51912 -0.001 -0.020 -0.015 0.423
H -3.82262 3.42505 -0.01454 0.017 0.023 0.013 0.425
H -2.68719 1.31414 0.62168 -0.010 -0.009 -0.017 0.418
F 1.32779 -1.38363 0.81062 -0.089 0.120 -0.066 -0.358
B 2.70260 -1.26451 1.59069 0.114 -0.006 0.242 0.544
F 2.30686 -0.95880 2.87275 0.023 -0.045 -0.080 -0.348
F 3.37505 -0.25036 0.96871 -0.057 -0.041 0.045 -0.374
F 3.25564 -2.49874 1.44125 -0.002 0.025 -0.006 -0.280
```
Forces are in eV/Å.